{"formula": "C41H37N2NaO6P2Te", "method": "the ωB97M-V functional and the def2-TZVPD basis", "symbols": ["Na", "C", "O", "C", "C", "O", "C", "H", "H", "H", "H", "H", "H", "H", "H", "H", "H", "Te", "C", "C", "C", "N", "C", "C", "C", "P", "C", "C", "C", "C", "C", "C", "C", "C", "C", "C", "C", "C", "P", "C", "C", "C", "C", "C", "C", "C", "C", "C", "C", "C", "C", "H", "H", "H", "H", "H", "H", "H", "H", "H", "H", "H", "H", "H", "H", "H", "H", "H", "H", "H", "H", "H", "H", "H", "H", "O", "C", "O", "C", "C", "C", "N", "C", "C", "C", "O", "O", "H", "H", "H"], "xyz": [[-1.77, -0.50, 0.16], [-2.88, -2.94, -1.11], [-1.93, -2.69, -0.09], [-1.82, -3.74, 0.83], [-0.94, -3.30, 1.97], [-1.63, -2.29, 2.67], [-0.95, -1.87, 3.83], [-2.58, -3.83, -1.68], [-2.91, -2.07, -1.76], [-3.87, -3.10, -0.67], [-1.40, -4.63, 0.34], [-2.81, -4.00, 1.23], [0.03, -2.91, 1.61], [-0.75, -4.16, 2.63], [-0.85, -2.71, 4.54], [-1.53, -1.08, 4.29], [0.04, -1.49, 3.58], [0.04, 2.32, -1.45], [1.84, 3.24, -2.16], [1.89, 4.61, -2.40], [3.06, 5.18, -2.88], [4.17, 4.49, -3.14], [4.11, 3.18, -2.91], [2.99, 2.52, -2.43], [0.91, 0.58, -0.75], [0.29, -0.92, -1.65], [0.78, -0.59, -3.41], [-0.18, -0.03, -4.26], [0.12, 0.28, -5.58], [1.38, 0.01, -6.09], [2.34, -0.56, -5.26], [2.04, -0.86, -3.94], [1.53, -2.23, -1.24], [2.79, -1.98, -0.72], [3.65, -3.03, -0.40], [3.26, -4.34, -0.61], [2.01, -4.61, -1.14], [1.15, -3.56, -1.44], [0.94, 0.26, 1.02], [0.10, 1.60, 1.98], [-1.28, 1.50, 2.20], [-1.97, 2.42, 2.97], [-1.28, 3.47, 3.56], [0.09, 3.58, 3.37], [0.77, 2.66, 2.59], [2.69, 0.56, 1.54], [3.50, 1.51, 0.92], [4.84, 1.64, 1.27], [5.39, 0.82, 2.25], [4.60, -0.12, 2.88], [3.26, -0.25, 2.52], [1.03, 5.25, -2.21], [3.10, 6.25, -3.07], [5.01, 2.61, -3.13], [3.01, 1.45, -2.25], [-1.17, 0.19, -3.87], [-0.64, 0.73, -6.20], [1.62, 0.25, -7.11], [3.33, -0.78, -5.64], [2.80, -1.29, -3.30], [3.10, -0.96, -0.57], [4.63, -2.80, 0.01], [3.93, -5.16, -0.35], [1.69, -5.63, -1.31], [0.16, -3.76, -1.84], [-1.86, 0.68, 1.80], [-3.05, 2.32, 3.07], [-1.82, 4.20, 4.15], [0.63, 4.40, 3.83], [1.84, 2.77, 2.46], [3.08, 2.12, 0.13], [5.45, 2.38, 0.77], [6.44, 0.92, 2.52], [5.02, -0.78, 3.63], [2.64, -1.01, 3.00], [-8.71, 0.47, 2.58], [-7.91, 1.29, 2.07], [-8.04, 2.51, 1.91], [-6.54, 0.70, 1.67], [-6.15, -0.56, 2.10], [-4.91, -1.05, 1.73], [-4.07, -0.39, 0.94], [-4.44, 0.83, 0.52], [-5.64, 1.41, 0.89], [-3.43, 1.56, -0.41], [-3.43, 2.79, -0.39], [-2.71, 0.77, -1.10], [-6.84, -1.14, 2.71], [-4.58, -2.02, 2.09], [-5.88, 2.41, 0.56]], "lowdin_charge": [0.05, -0.08, -0.28, -0.20, -0.21, -0.19, -0.10, 0.09, 0.09, 0.09, 0.13, 0.13, 0.12, 0.13, 0.08, 0.09, 0.07, 1.36, -0.54, -0.15, -0.19, 0.02, -0.18, -0.15, -0.99, 0.94, -0.37, -0.13, -0.10, -0.11, -0.10, -0.10, -0.38, -0.11, -0.09, -0.11, -0.10, -0.11, 0.91, -0.37, -0.10, -0.06, -0.09, -0.09, -0.09, -0.40, -0.10, -0.09, -0.11, -0.11, -0.11, 0.09, 0.09, 0.09, 0.07, 0.09, 0.10, 0.09, 0.09, 0.09, 0.08, 0.10, 0.09, 0.09, 0.09, 0.07, 0.11, 0.09, 0.09, 0.09, 0.09, 0.10, 0.09, 0.09, 0.09, -0.08, -0.71, -0.06, -0.11, -0.02, -0.14, 0.09, -0.17, 0.05, -0.67, 0.00, -0.17, 0.10, 0.09, 0.12], "molar_mass_g_mol": 866.29, "gap_ha": 0.1977, "homo_energy_ha": -0.0772, "charge": -2, "e_above_lowest_kj_mol": 0.00}